Here is 4 unconnected molecules or ions with the total composition C3H10O3 in a non-equilibrium geometry from the OMol25 dataset. Energies are from ωB97M-V/def2-TZVPD.

Kohn-Sham gap	1.98	eV
ΔE to the lowest compared entry with this formula, charge and spin	818.0	kJ/mol
LUMO level	-4.9	eV

Each line ends with the Löwdin charge.
Geometry (Å):
C1 4.43268 -0.46040 -0.67518  0.30
C2 3.54587 0.25812 -0.08567  -0.11
O1 -1.41049 -0.78884 0.68716  -0.13
C3 2.06918 -0.26450 0.09444  0.00
H1 3.61698 1.21793 0.43502  0.15
H2 5.26504 -0.99800 -0.22284  0.10
H3 -1.04656 -1.47476 1.24726  -0.01
H4 1.41112 0.45197 -0.39531  0.11
H5 1.89589 -1.24319 -0.33885  0.09
H6 1.99144 -0.25225 1.17712  0.10
H7 -2.34154 -0.49992 0.93742  -0.03
H8 -3.40926 2.21528 -1.63311  0.00
O2 -3.72394 1.32739 -1.80484  -0.13
H9 -3.91168 0.94321 -0.90297  -0.03
H10 -4.56310 -0.46742 0.93233  -0.05
O3 -3.82165 0.03539 0.54801  -0.35



Here is 11 unconnected molecules or ions with the total composition C5H31NO12 in a non-equilibrium geometry from the OMol25 dataset. Energies are from ωB97M-V/def2-TZVPD.

SMILES	CN[C@@H](C=O)CCO.O.O.O.O.O.O.O.O.O.O
Kohn-Sham gap	10.00	eV
ΔE to the lowest compared entry with this formula, charge and spin	258.9	kJ/mol
LUMO level	0.3	eV

Each line ends with the Löwdin charge.
Geometry (Å):
C1 -1.71492 -2.63998 -0.83529  -0.10
N1 -1.51397 -1.37697 -0.12038  -0.07
C2 -0.23841 -0.71238 -0.48391  -0.30
C3 -0.32727 -0.10499 -1.87786  -0.12
O1 0.33547 -0.57909 -2.80491  0.02
C4 0.01836 0.41553 0.48340  -0.12
C5 0.68590 -0.03525 1.81295  -0.26
O2 1.35628 1.04852 2.38565  -0.11
H1 -1.93580 -2.57256 -1.90624  0.09
H2 -0.83019 -3.30231 -0.70117  0.08
H3 -2.50395 -3.22048 -0.35198  0.08
H4 -2.28182 -0.72933 -0.30214  0.08
H5 0.52923 -1.48074 -0.43418  0.10
H6 -0.95673 0.74907 -2.02258  0.13
H7 0.67343 1.15877 0.00739  0.09
H8 -0.86224 1.03833 0.71422  0.10
H9 1.45879 -0.80055 1.60818  0.09
H10 -0.03888 -0.35791 2.61494  0.13
H11 2.13419 1.36907 1.76881  0.15
O3 0.31525 3.48997 -0.89288  0.00
H12 0.49608 4.28320 -1.28213  0.01
H13 0.92870 2.85561 -1.27428  0.00
O4 -2.10187 3.16645 0.26139  -0.05
H14 -1.95121 2.90337 1.16467  -0.01
H15 -1.25261 3.32216 -0.13962  -0.01
O5 -3.22937 1.04831 -0.88938  -0.09
H16 -2.83404 1.84132 -0.43212  0.00
H17 -3.80379 1.36190 -1.59582  0.05
O6 2.71415 -2.32778 0.04505  -0.10
H18 2.05786 -2.66662 0.69039  0.01
H19 2.34999 -2.62463 -0.84380  0.03
O7 0.58927 -3.10935 1.53564  -0.06
H20 -0.16437 -2.53192 1.29747  0.03
H21 0.60982 -3.22413 2.52156  0.11
O8 3.17370 0.29751 -0.00919  -0.08
H22 4.11277 0.37666 0.00729  0.05
H23 2.98388 -0.73330 0.04966  0.06
O9 1.46586 -2.93421 -2.25322  -0.09
H24 1.04329 -2.03135 -2.54703  0.05
H25 1.85875 -3.34063 -3.02166  0.05
O10 -1.40178 2.26525 2.69473  -0.05
H26 -0.46277 2.09446 2.75200  0.03
H27 -1.79573 1.38986 2.76635  -0.01
O11 -2.52120 -0.19235 2.57432  -0.08
H28 -3.41350 0.07782 2.31312  0.07
H29 -2.13754 -0.69315 1.77942  0.05
O12 1.97940 1.66287 -2.00051  0.02
H30 2.38035 1.18051 -1.31532  -0.02
H31 1.85681 1.16196 -2.72935  -0.01



Here is a gas-phase ion, C2H6ClN2O (charge +1) in a non-equilibrium geometry from the OMol25 dataset. Energies are from ωB97M-V/def2-TZVPD.

SMILES	CO/[NH+]=C(/N)Cl
Kohn-Sham gap	9.75	eV
ΔE to the lowest compared entry with this formula, charge and spin	308.1	kJ/mol
LUMO level	-5.1	eV
charge	+1

Each line ends with the Löwdin charge.
Geometry (Å):
C1 1.87381 -0.74459 -0.28836  -0.02
O1 1.21772 0.39151 0.42811  -0.18
N1 -0.17562 0.39164 0.08844  0.03
C2 -1.08688 0.69150 1.27442  -0.62
N2 -2.39825 0.94003 0.98222  0.19
Cl1 -0.42003 0.79155 2.77066  0.96
H1 1.56023 -0.68761 -1.30380  0.07
H2 1.61904 -1.73695 0.02548  0.08
H3 3.01091 -0.70806 -0.18481  0.13
H4 -0.48354 0.88942 -0.71639  0.13
H5 -2.76160 1.10491 0.06962  0.13
H6 -3.02400 0.91892 1.72967  0.11



Here is a molecular structure, C49H61N3O7SSi2W in a non-equilibrium geometry from the OMol25 dataset. Energies are from ωB97M-V/def2-TZVPD.

Kohn-Sham gap (alpha / beta)	6.65 / 8.06	eV
ΔE to the lowest compared entry with this formula, charge and spin	22.7	kJ/mol
LUMO level (alpha / beta)	-0.3 / -0.6	eV
2S+1	3

Each line ends with the Löwdin charge.
Geometry (Å):
W1 -0.17612 -0.15177 0.57767  1.45
C1 0.21671 -2.08166 -3.39293  -0.05
C2 1.58714 -2.03629 -3.65375  -0.04
C3 2.40969 -1.55406 -2.65927  0.00
C4 1.88312 -1.10223 -1.45251  -0.20
N1 0.52521 -1.06257 -1.23063  -0.05
C5 -0.25663 -1.61061 -2.19662  -0.10
C6 2.67148 -0.71790 -0.29628  -0.19
C7 4.04388 -0.95371 -0.20980  -0.03
C8 4.71132 -0.70708 0.97129  -0.08
C9 4.00718 -0.22268 2.06595  -0.09
C10 2.64462 0.01514 1.97564  -0.12
C11 1.91986 -0.21607 0.80012  -0.21
H1 -0.47403 -2.48759 -4.11725  0.11
H2 1.99425 -2.38681 -4.59120  0.11
H3 3.47777 -1.52491 -2.81289  0.11
H4 -1.30816 -1.70052 -1.95902  0.10
H5 4.58729 -1.34728 -1.05776  0.10
H6 5.76995 -0.91433 1.04930  0.10
H7 4.51998 -0.02923 2.99915  0.11
H8 2.13163 0.38207 2.85836  0.09
C12 2.32393 4.51487 0.44815  -0.02
C13 2.15249 4.11555 1.91016  -0.61
C14 1.75363 5.32057 2.76326  -0.03
C15 3.45440 3.54280 2.46085  -0.02
O1 1.13652 3.08959 1.92915  -0.15
Si1 0.00893 2.82513 3.06736  -0.07
S1 -0.98599 1.01326 2.49354  0.48
O2 0.76919 2.68532 4.48510  -0.13
C16 0.35317 2.50130 5.84263  -0.63
C17 -0.73991 1.44155 5.92148  -0.04
C18 1.60070 2.03900 6.58990  -0.02
C19 -0.15090 3.83217 6.39659  -0.02
O3 -1.07059 4.02882 3.27153  -0.14
C20 -2.10398 4.62781 2.48813  -0.62
C21 -2.44595 5.94474 3.18251  -0.02
C22 -3.32517 3.71299 2.47839  -0.05
C23 -1.60339 4.87725 1.06405  -0.02
H9 3.09710 5.27794 0.35905  0.09
H10 1.38928 4.90544 0.04663  0.08
H11 2.60951 3.64239 -0.13957  0.09
H12 2.51298 6.09799 2.68797  0.09
H13 1.66318 5.01822 3.80566  0.08
H14 0.79702 5.72918 2.44402  0.06
H15 4.19924 4.33218 2.55727  0.09
H16 3.83917 2.77355 1.80044  0.08
H17 3.26870 3.10645 3.44175  0.08
H18 -0.39220 0.51618 5.46519  0.06
H19 -1.62509 1.77491 5.37996  0.07
H20 -1.00459 1.24753 6.95980  0.09
H21 1.98326 1.13702 6.11634  0.08
H22 1.35817 1.82107 7.62922  0.09
H23 2.36668 2.81352 6.55876  0.09
H24 -0.98208 4.19484 5.79446  0.07
H25 0.64271 4.57946 6.38023  0.09
H26 -0.48080 3.70374 7.42713  0.09
H27 -2.86995 5.74283 4.16554  0.09
H28 -3.16906 6.50934 2.59480  0.09
H29 -1.54324 6.54041 3.31418  0.08
H30 -3.70256 3.57205 3.49138  0.10
H31 -3.04071 2.73843 2.09265  0.01
H32 -4.11861 4.13416 1.86030  0.10
H33 -0.80251 5.61572 1.06922  0.08
H34 -2.41053 5.26045 0.43751  0.10
H35 -1.20679 3.95313 0.63962  0.06
C24 -4.24428 0.05804 -3.18755  -0.07
C25 -5.15433 0.06701 -1.96145  -0.16
C26 -4.39771 0.40975 -0.65613  -0.29
C27 -5.32457 0.12279 0.55065  -0.15
C28 -4.66824 0.37195 1.90599  -0.06
C29 -4.06448 1.88921 -0.69011  -0.38
O4 -4.90439 2.75357 -0.75799  0.13
N2 -2.72294 2.24354 -0.65486  0.25
C30 -1.69768 1.35466 -0.59459  -0.58
O5 -0.47634 1.70893 -0.54715  -0.08
N3 -1.92880 0.03124 -0.57781  0.01
C31 -3.19048 -0.50794 -0.52884  -0.44
O6 -3.31719 -1.70926 -0.39080  0.09
H36 -4.82648 -0.10574 -4.09276  0.08
H37 -3.50454 -0.73924 -3.10958  0.07
H38 -3.71854 1.00838 -3.29548  0.08
H39 -5.61592 -0.91376 -1.84327  0.13
H40 -5.94760 0.80461 -2.08856  0.12
H41 -5.62149 -0.92376 0.47533  0.11
H42 -6.21217 0.74873 0.44654  0.13
H43 -3.68729 -0.10015 1.97613  0.04
H44 -5.29001 -0.04163 2.69851  0.09
H45 -4.54428 1.43792 2.08966  0.05
H46 -2.50413 3.23180 -0.66716  0.15
O7 -0.47233 -1.74003 1.61771  -0.48
Si2 -0.40206 -2.95874 2.68936  0.55
C32 0.43997 -4.38698 1.77516  -0.21
C33 0.71465 -5.60959 2.38444  -0.09
C34 1.33013 -6.63243 1.68075  -0.09
C35 1.67838 -6.44920 0.35009  -0.10
C36 1.40964 -5.23923 -0.27148  -0.08
C37 0.79873 -4.21848 0.43884  -0.08
C38 -2.13800 -3.43932 3.24374  -0.20
C39 -3.25268 -2.98318 2.54131  -0.08
C40 -4.53175 -3.36599 2.91291  -0.08
C41 -4.72136 -4.21714 3.99072  -0.09
C42 -3.62249 -4.68322 4.69768  -0.09
C43 -2.34568 -4.29736 4.32445  -0.11
C44 0.69083 -2.55758 4.18758  -0.20
C45 2.07707 -2.52908 4.04252  -0.10
C46 2.90538 -2.26752 5.12222  -0.09
C47 2.36204 -2.06732 6.38181  -0.09
C48 0.98675 -2.11680 6.55129  -0.09
C49 0.16142 -2.34679 5.46144  -0.10
H47 0.45073 -5.75204 3.42616  0.10
H48 1.54398 -7.57496 2.16804  0.10
H49 2.15938 -7.24749 -0.20053  0.10
H50 1.68612 -5.09363 -1.30799  0.10
H51 0.58922 -3.26457 -0.02823  0.07
H52 -3.10662 -2.34401 1.68042  0.06
H53 -5.38592 -3.00870 2.35181  0.10
H54 -5.71876 -4.52246 4.27939  0.10
H55 -3.75997 -5.35183 5.53738  0.10
H56 -1.49107 -4.66985 4.87683  0.10
H57 2.51534 -2.71493 3.07054  0.10
H58 3.97839 -2.22224 4.98705  0.10
H59 3.00714 -1.87963 7.23028  0.10
H60 0.56204 -1.98989 7.53875  0.10
H61 -0.91324 -2.36255 5.59651  0.10



Values for E_tot, hartree, ordered as above
-345.70289 -1166.75725 -724.38597 -3639.41367